Molecular formula: C30H50N3O3
Method: DFT, ωB97M-V with the def2-TZVPD basis set

The geometry in XYZ format:
```
86
Properties=species:S:1:pos:R:3:forces:R:3:lowdin_charge:R:1
C -0.982034 -4.377959 -1.271182 0.409 -0.358 -0.312 -0.113
O -2.279088 -4.025665 -1.751065 0.533 -0.055 -0.368 -0.210
C -2.223882 -3.464667 -3.059751 0.092 0.511 -0.408 -0.248
C -1.700252 -1.980317 -3.064044 -1.106 -0.110 0.061 -0.163
C -2.940171 -1.000172 -2.995264 1.196 0.492 0.486 -0.198
C -2.548941 0.311797 -2.194825 -0.776 -0.097 -0.681 -0.208
C -3.246379 1.596537 -2.781545 0.779 0.097 0.674 -0.216
C -2.784102 2.883587 -1.978247 -0.133 -1.157 -0.817 -0.216
C -1.336782 3.224446 -2.475292 -0.277 1.419 0.402 -0.211
C -0.370670 3.743114 -1.358976 0.436 -0.819 0.040 -0.213
C -0.383029 2.891567 -0.050913 -0.121 0.594 0.524 -0.214
C 0.755309 3.390076 0.939781 0.175 -0.951 -0.830 -0.203
C 1.710339 2.182638 1.193496 -0.216 -0.670 -0.860 -0.226
C 0.973066 0.969871 1.911945 0.928 0.746 0.530 -0.194
C 1.847493 0.310758 3.053873 -1.020 -2.502 -1.232 -0.232
C 0.927063 -0.350490 4.134625 1.135 0.579 0.287 -0.242
C -0.121509 0.627414 4.763734 -0.598 -2.202 -0.304 -0.098
C -1.535450 0.460646 4.127623 -0.354 0.960 -0.066 -0.500
O -2.411902 1.282182 4.308038 0.083 0.178 0.039 0.035
O -1.830137 -0.615306 3.340488 1.132 0.052 0.394 0.079
C 2.669419 -0.762080 2.450603 0.577 0.478 0.059 -0.224
C 3.488580 -0.559287 1.246452 -0.440 -1.164 0.704 -0.047
C 4.214161 -1.628749 0.701638 0.537 0.863 -1.223 -0.213
N 4.353433 -2.923010 1.122911 -1.464 2.016 1.274 -0.010
C 3.617285 -3.059807 2.259187 -0.206 -1.213 0.939 -0.218
C 2.795658 -2.142146 2.940517 0.561 0.922 -0.832 -0.056
H -0.416858 -4.889590 -2.089046 -0.264 0.280 0.508 0.088
H -0.371314 -3.500654 -0.950875 -0.536 -0.562 -0.058 0.090
H -1.099126 -5.111931 -0.446293 -0.007 0.691 -0.381 0.089
H -3.273006 -3.478407 -3.440834 0.702 0.052 0.315 0.117
H -1.633978 -4.099860 -3.774949 -0.206 0.287 0.787 0.114
H -1.063450 -1.746075 -2.181851 -0.288 -0.565 -0.576 0.101
H -1.094385 -1.796154 -3.978381 -0.373 -0.005 0.577 0.113
H -3.764170 -1.489129 -2.431164 0.392 0.208 -0.656 0.109
H -3.244841 -0.745890 -4.035819 -0.096 -0.183 0.729 0.106
H -1.436339 0.416001 -2.205994 -0.850 0.084 0.119 0.098
H -2.902586 0.160786 -1.145461 0.512 0.262 -0.627 0.114
H -2.867329 1.739148 -3.824611 -0.707 -0.243 0.525 0.105
H -4.347779 1.447136 -2.741544 0.692 0.201 -0.201 0.098
H -2.851764 2.603919 -0.908824 0.342 0.348 -0.624 0.053
H -3.493151 3.729710 -2.140721 0.565 -0.547 0.061 0.107
H -1.442850 4.060616 -3.217391 0.142 -0.737 0.395 0.106
H -0.868679 2.385583 -3.039429 -0.370 0.388 0.653 0.102
H 0.668501 3.684533 -1.776621 -0.690 0.154 0.349 0.111
H -0.525721 4.809219 -1.074288 -0.177 -0.615 -0.348 0.109
H -1.361854 2.998036 0.476623 0.587 -0.101 -0.523 0.079
H -0.271660 1.801939 -0.274471 0.009 0.851 0.106 0.108
H 1.283345 4.209433 0.391573 -0.210 -0.420 0.755 0.095
H 0.344759 3.761615 1.904275 0.205 -0.110 -0.628 0.102
H 2.667086 2.434185 1.700696 -0.815 -0.031 -0.011 0.100
H 2.003739 1.784881 0.182481 -0.083 0.567 0.655 0.095
H 0.018581 1.397403 2.306296 0.600 -0.383 -0.005 0.085
H 0.684111 0.178089 1.171921 0.097 0.672 0.296 0.110
H 0.472039 -1.298972 3.737125 -0.195 0.832 0.435 0.100
H 1.593804 -0.687566 4.973737 -0.509 0.243 -0.610 0.100
H -0.263608 0.305149 5.828351 -0.074 0.416 -0.729 0.119
H 0.190411 1.689761 4.774221 -0.345 -0.629 -0.297 0.123
H -2.701533 -0.480421 2.931851 0.187 0.244 0.425 0.121
H 3.531812 0.433441 0.767772 0.053 -0.798 0.249 0.079
H 4.780907 -1.397803 -0.234845 -0.397 -0.151 0.692 0.088
H 3.685096 -4.077209 2.717143 -0.125 0.719 -0.379 0.088
H 2.248455 -2.461948 3.843300 0.534 0.047 -0.665 0.076
C -5.604010 5.366367 2.064601 -0.081 -0.027 0.022 -0.115
C -4.968567 4.165137 2.755811 -0.176 0.318 0.024 -0.257
C -4.050984 3.359485 1.834743 0.062 -0.131 0.368 -0.184
C -4.787184 2.699209 0.754788 0.000 -0.011 -0.106 -0.231
N -5.365508 2.181236 -0.093389 -0.038 0.071 0.208 0.168
H -6.264949 5.056345 1.252234 0.057 0.007 -0.015 0.070
H -6.199905 5.939665 2.777388 0.010 0.014 -0.053 0.068
H -4.840597 6.030293 1.652152 -0.025 -0.016 -0.008 0.074
H -5.754708 3.522894 3.160303 0.111 -0.063 -0.016 0.113
H -4.380587 4.521386 3.604857 0.063 -0.155 -0.044 0.111
H -3.534470 2.597177 2.425571 0.008 -0.048 -0.096 0.100
H -3.279147 4.008152 1.412305 -0.072 -0.052 -0.136 0.114
C 7.127133 -5.376295 -3.431045 0.092 0.075 -0.050 -0.121
C 6.990385 -4.414756 -2.255329 0.136 -0.231 -0.258 -0.267
C 5.563557 -4.330856 -1.708478 0.405 0.252 0.204 -0.198
C 4.637649 -3.727784 -2.667657 -0.154 -0.094 0.082 -0.241
N 3.909138 -3.256999 -3.421564 0.124 -0.046 -0.024 0.133
H 6.543414 -5.040771 -4.290887 -0.034 -0.030 0.045 0.069
H 8.171209 -5.444162 -3.744245 -0.043 -0.039 -0.030 0.065
H 6.791205 -6.379500 -3.157789 -0.008 0.023 -0.019 0.072
H 7.336756 -3.423188 -2.557814 -0.072 0.002 0.091 0.110
H 7.650062 -4.751443 -1.451560 -0.105 0.085 0.062 0.106
H 5.565407 -3.729744 -0.794490 -0.308 -0.049 0.018 0.078
H 5.210555 -5.325797 -1.428265 -0.114 0.068 -0.064 0.121
```
Forces are in eV/Å.

Calculated values
Charge ... -1
Frontier orbital gap ... 5.4579 eV
HOMO ... -2.90 eV